Density functional theory data (ωB97M-V/def2-TZVPD) for C48H55N5OS2SbSeZn as an isolated structure.

total charge: +1
HOMO-LUMO gap: 8.135 eV
spin multiplicity: 1
lowest unoccupied orbital energy: -2.17 eV
total energy: -202137.581 eV

Each line ends with the Mulliken charge.
Positions of all 114 atoms, in Å:
Zn 0.18 -0.05 -0.03  3.469
C -1.17 -3.65 4.71  -1.038
C -2.06 -2.41 4.65  -0.870
N -1.34 -1.26 4.14  0.628
C -0.87 -0.29 5.10  -0.317
C -1.78 0.93 5.20  -1.222
C -1.13 -1.14 2.83  -0.169
S -0.22 0.25 2.34  -0.534
N -1.66 -2.08 2.07  0.050
C -1.52 -2.32 0.78  -0.155
O -0.71 -1.77 -0.03  -0.999
C -2.39 -3.41 0.28  0.494
C -2.47 -3.65 -1.09  -0.118
C -3.26 -4.68 -1.58  -0.939
C -3.96 -5.48 -0.70  -0.434
C -3.89 -5.25 0.67  -0.794
C -3.11 -4.22 1.15  -0.188
H -1.71 -4.47 5.18  0.437
H -0.28 -3.44 5.30  0.298
H -0.87 -3.96 3.72  0.210
H -2.43 -2.17 5.64  0.570
H -2.92 -2.60 3.99  0.475
H 0.13 0.04 4.80  -0.383
H -0.79 -0.79 6.07  0.599
H -1.84 1.45 4.25  0.160
H -1.38 1.62 5.94  0.436
H -2.79 0.64 5.50  0.388
H -1.91 -3.04 -1.78  0.296
H -3.32 -4.86 -2.64  0.443
H -4.57 -6.30 -1.07  0.410
H -4.45 -5.87 1.35  0.439
H -3.04 -4.02 2.21  0.260
S 0.20 -0.76 -4.53  -0.094
C 1.24 0.55 -4.16  -0.600
C 1.13 0.89 -2.85  -0.902
N 0.25 0.13 -2.15  1.062
C -0.31 -0.77 -2.91  -0.426
H 1.86 0.99 -4.91  0.485
H 1.66 1.68 -2.35  0.354
H -1.04 -1.47 -2.56  0.093
C -4.64 6.28 0.45  -0.477
C -3.57 6.00 1.27  -0.637
C -2.80 4.87 1.04  -0.441
C -3.10 4.03 -0.02  0.188
C -4.18 4.30 -0.83  -0.148
C -4.96 5.42 -0.59  -0.651
Sb -1.79 2.33 -0.30  0.120
C -0.16 3.60 -0.90  0.448
C 1.12 3.31 -0.46  -0.511
C 2.19 4.13 -0.78  0.102
C 1.98 5.27 -1.53  -0.875
C 0.70 5.59 -1.95  -0.749
C -0.37 4.77 -1.63  -0.551
C -2.47 1.62 -2.22  0.922
C -2.15 2.19 -3.45  -0.502
C -2.66 1.64 -4.62  -0.621
C -3.47 0.52 -4.57  -0.595
C -3.76 -0.07 -3.36  -0.508
C -3.26 0.49 -2.19  -0.955
H -5.24 7.16 0.62  0.388
H -3.33 6.66 2.09  0.394
H -1.95 4.65 1.68  0.371
H -4.43 3.63 -1.64  0.442
H -5.80 5.64 -1.23  0.407
H 1.28 2.42 0.14  -0.158
H 3.19 3.89 -0.43  0.422
H 2.82 5.90 -1.79  0.417
H 0.54 6.49 -2.52  0.422
H -1.37 5.03 -1.92  0.526
H -1.51 3.07 -3.49  0.377
H -2.43 2.10 -5.57  0.431
H -3.89 0.12 -5.48  0.408
H -4.38 -0.95 -3.31  0.482
H -3.50 0.03 -1.23  0.401
C 5.79 2.38 0.62  -1.037
C 5.77 2.07 2.11  -0.289
C 4.61 2.71 2.88  -0.889
C 3.24 2.15 2.50  -0.008
N 3.06 0.76 2.85  1.360
C 2.86 -0.26 1.99  -1.130
Se 2.80 -0.13 0.14  -0.395
N 2.65 -1.40 2.69  1.683
C 2.36 -2.71 2.15  -0.742
C 3.54 -3.67 2.30  -0.916
C 4.82 -3.24 1.59  -0.003
C 4.77 -3.40 0.08  -1.202
C 2.65 -1.09 4.03  0.581
C 2.41 -1.87 5.16  -0.781
C 2.41 -1.22 6.38  -1.042
C 2.64 0.15 6.48  -0.962
C 2.89 0.93 5.36  -0.973
C 2.91 0.28 4.13  0.509
H 6.73 2.03 0.20  0.429
H 5.72 3.45 0.44  0.306
H 4.99 1.88 0.10  0.099
H 6.70 2.44 2.56  0.434
H 5.74 0.99 2.25  0.119
H 4.58 3.78 2.66  0.585
H 4.78 2.59 3.95  0.362
H 3.10 2.24 1.42  -0.903
H 2.45 2.72 3.00  0.401
H 2.07 -2.59 1.10  0.440
H 1.50 -3.10 2.69  -0.337
H 3.22 -4.64 1.89  0.616
H 3.74 -3.81 3.36  0.300
H 5.64 -3.85 1.98  0.418
H 5.05 -2.20 1.84  -0.055
H 4.57 -4.43 -0.19  0.370
H 5.73 -3.12 -0.36  0.366
H 4.01 -2.77 -0.36  0.164
H 2.21 -2.92 5.09  0.572
H 2.23 -1.79 7.28  0.445
H 2.60 0.62 7.45  0.426
H 3.04 1.99 5.45  0.517

=====

Density functional theory data (ωB97M-V/def2-TZVPD) for a 6-piece molecular cluster, C48H56B2F8N8 overall.

total charge: +6
HOMO-LUMO gap: 0.139 eV
spin multiplicity: 1
lowest unoccupied orbital energy: -12.92 eV
total energy: -85642.858 eV

Each line ends with the Mulliken charge.
Positions of all 122 atoms, in Å:
C -6.85 3.04 -2.26  -0.907
N -5.92 3.32 -1.11  0.014
C -6.42 3.79 0.07  -0.397
C -5.56 4.27 1.04  -0.533
C -4.23 4.12 0.93  0.800
C -3.74 3.69 -0.33  -0.723
C -4.59 3.23 -1.38  -0.216
C -3.27 4.37 2.02  0.698
C -3.40 5.62 2.74  -0.566
C -2.39 5.98 3.69  -0.469
N -1.47 5.02 4.00  0.024
C -1.41 3.85 3.34  -0.203
C -2.28 3.47 2.33  -0.638
C -0.32 5.44 4.84  -0.889
H -7.06 1.99 -2.09  0.382
H -6.32 3.15 -3.21  0.342
H -7.70 3.72 -2.16  0.353
H -7.49 3.78 0.20  0.467
H -5.86 4.67 2.00  0.465
H -2.68 3.52 -0.43  0.541
H -4.24 2.80 -2.31  0.482
H -4.30 6.22 2.69  0.433
H -2.36 6.87 4.29  0.500
H -0.70 3.09 3.65  0.391
H -2.19 2.52 1.83  0.579
H -0.78 5.80 5.76  0.381
H 0.03 6.36 4.37  0.361
H 0.36 4.63 5.07  0.329
C 7.21 -8.22 -1.56  -0.887
N 6.23 -9.19 -2.06  0.009
C 6.31 -10.46 -1.76  -0.091
C 5.50 -11.42 -2.44  -0.798
C 4.66 -11.07 -3.50  1.035
C 4.65 -9.66 -3.81  -0.667
C 5.43 -8.77 -3.05  -0.505
C 4.01 -12.00 -4.34  1.275
C 2.94 -11.54 -5.14  -0.694
C 2.38 -12.44 -6.05  -0.422
N 2.80 -13.73 -6.23  0.040
C 3.80 -14.12 -5.45  -0.183
C 4.48 -13.30 -4.52  -0.820
C 2.17 -14.66 -7.15  -0.860
H 7.77 -7.80 -2.40  0.391
H 7.88 -8.60 -0.79  0.307
H 6.67 -7.39 -1.10  0.376
H 7.03 -10.73 -1.00  0.396
H 5.60 -12.46 -2.18  0.437
H 4.04 -9.20 -4.57  0.355
H 5.42 -7.70 -3.16  0.523
H 2.46 -10.60 -4.89  0.445
H 1.50 -12.21 -6.64  0.467
H 4.08 -15.16 -5.48  0.394
H 5.38 -13.66 -4.05  0.398
H 2.76 -15.57 -7.29  0.314
H 1.97 -14.26 -8.14  0.365
H 1.32 -15.06 -6.60  0.400
C -1.53 -5.29 2.92  -0.934
N -2.53 -4.74 3.77  0.064
C -2.51 -5.11 5.10  -0.302
C -3.34 -4.37 5.93  -0.553
C -4.24 -3.44 5.42  0.381
C -4.18 -3.08 4.07  -0.616
C -3.27 -3.70 3.32  -0.169
C -5.24 -2.84 6.26  0.704
C -5.32 -1.47 6.47  -0.640
C -6.37 -0.90 7.11  -0.196
N -7.24 -1.67 7.75  0.071
C -7.12 -3.04 7.76  -0.312
C -6.18 -3.64 6.86  -0.511
C -8.23 -1.01 8.61  -0.944
H -0.53 -4.91 3.16  0.411
H -1.67 -5.03 1.87  0.324
H -1.50 -6.38 3.02  0.346
H -1.93 -5.99 5.34  0.468
H -3.43 -4.66 6.97  0.543
H -4.77 -2.33 3.56  0.497
H -3.02 -3.34 2.33  0.368
H -4.49 -0.95 6.01  0.499
H -6.47 0.18 7.17  0.442
H -7.92 -3.61 8.22  0.420
H -6.20 -4.69 6.59  0.533
H -8.73 -1.54 9.42  0.375
H -9.04 -0.57 8.03  0.378
H -7.76 -0.12 9.04  0.351
C 4.62 6.79 -2.27  -0.832
N 3.68 7.97 -2.45  0.007
C 2.35 7.77 -2.70  -0.407
C 1.43 8.87 -2.82  -0.512
C 1.88 10.18 -2.63  0.588
C 3.28 10.37 -2.45  -0.503
C 4.15 9.23 -2.24  -0.189
C 0.94 11.30 -2.74  0.555
C 0.42 11.82 -1.54  -0.458
C -0.63 12.74 -1.65  -0.325
N -0.95 13.29 -2.81  -0.049
C -0.39 12.85 -3.96  -0.177
C 0.53 11.80 -3.95  -0.604
C -1.94 14.40 -2.82  -0.763
H 4.67 6.22 -3.19  0.406
H 4.25 6.10 -1.50  0.350
H 5.64 7.17 -2.19  0.290
H 2.09 6.74 -2.88  0.509
H 0.38 8.64 -2.95  0.443
H 3.67 11.35 -2.24  0.468
H 5.22 9.27 -2.37  0.380
H 0.68 11.51 -0.53  0.454
H -1.18 13.00 -0.76  0.416
H -0.73 13.45 -4.79  0.420
H 0.95 11.41 -4.86  0.548
H -2.17 14.62 -3.86  0.232
H -1.43 15.22 -2.32  0.420
H -2.78 14.22 -2.15  0.333
B 2.98 -1.53 -1.52  0.608
F 2.50 -2.45 -2.40  -0.397
F 1.96 -0.61 -1.43  -0.429
F 3.23 -2.02 -0.27  -0.396
F 4.05 -0.91 -2.16  -0.387
B 11.63 0.01 -0.96  0.581
F 10.46 -0.09 -1.67  -0.415
F 11.39 0.38 0.31  -0.382
F 12.19 -1.20 -1.01  -0.380
F 12.37 0.99 -1.58  -0.404